[1]
A molecular structure, C28H30LaN6O8S3. Source: the OMol25 dataset; level of theory: ωB97M-V/def2-TZVPD.

Frontier orbital gap = 6.6612 eV
HOMO level = -4.39 eV
Energy above the lowest of the compared OMol25 structures with the same formula, charge and spin = 61.6 kJ/mol

ORCA input file:
```
! RIJCOSX wB97M-V def2-TZVPD def2/J DEFGRID3
* xyz -1 1
La 0.42 -0.53 0.47
O -3.41 0.95 -0.96
C -2.37 0.77 -0.34
O -1.22 0.41 -0.82
C -2.43 0.99 1.18
C -3.66 1.20 1.76
C -3.74 1.31 3.14
C -2.58 1.24 3.89
C -1.38 1.06 3.22
N -1.29 0.93 1.90
H -4.53 1.25 1.12
H -4.70 1.45 3.63
H -2.60 1.29 4.97
H -0.45 0.99 3.78
N 3.11 -1.03 0.87
C 3.91 -1.30 -0.35
C 3.28 -0.64 -1.57
N 1.87 -1.05 -1.68
H 3.61 -0.41 1.49
H 2.90 -1.90 1.35
H 3.93 -2.38 -0.52
H 4.93 -0.95 -0.24
H 3.86 -0.92 -2.45
H 3.32 0.44 -1.46
H 1.85 -2.06 -1.70
H 1.50 -0.75 -2.57
O 0.49 -1.54 2.56
S -0.87 -2.14 2.78
O -1.37 -1.91 4.10
O -1.76 -1.76 1.68
C -0.63 -3.89 2.64
C -0.76 -4.63 3.81
C -0.58 -6.00 3.79
C -0.30 -6.65 2.60
C -0.19 -5.93 1.42
C -0.35 -4.55 1.42
S 0.25 -3.72 -0.06
O 0.39 -4.76 -1.05
O 1.51 -3.17 0.44
O -0.61 -2.62 -0.53
H -0.98 -4.10 4.73
H -0.65 -6.57 4.71
H -0.14 -7.72 2.58
H 0.04 -6.41 0.48
C 1.45 1.98 0.88
C 2.86 2.20 0.96
C 3.65 2.65 -0.13
C 5.02 2.75 -0.06
C 5.71 2.44 1.12
C 4.96 2.07 2.24
C 3.59 1.97 2.17
C 7.16 2.47 1.17
N 8.31 2.48 1.22
H 0.99 2.51 0.04
H 0.94 2.16 1.82
H 3.14 2.91 -1.06
H 5.59 3.08 -0.93
H 5.48 1.86 3.17
H 3.03 1.67 3.06
C -3.34 -2.69 -1.87
C -2.89 -1.61 -2.80
C -3.71 -0.65 -3.28
C -3.14 0.37 -4.06
N -1.89 0.33 -4.48
C -1.07 -0.68 -4.06
S 0.54 -0.81 -4.58
N -1.59 -1.61 -3.19
C -3.95 1.59 -4.39
H -4.40 -2.56 -1.63
H -2.76 -2.65 -0.94
H -3.18 -3.67 -2.32
H -4.74 -0.60 -2.95
H -0.96 -2.23 -2.71
H -4.92 1.32 -4.81
H -3.40 2.22 -5.07
H -4.13 2.13 -3.45
*
```


[2]
A molecular structure, C28H30N10S2Sm. Source: the OMol25 dataset; level of theory: ωB97M-V/def2-TZVPD.

Frontier orbital gap (alpha / beta) = 6.1100 / 7.5592 eV
HOMO level (alpha / beta) = -15.52 / -15.51 eV

ORCA input file:
```
! RIJCOSX wB97M-V def2-TZVPD def2/J DEFGRID3
* xyz 3 6
Sm -0.18 0.09 -0.39
C -1.05 -1.28 2.93
C -1.86 0.02 2.95
C -1.01 1.28 2.93
C -0.46 1.88 4.07
C 0.39 2.97 3.98
C 0.70 3.42 2.67
C 0.15 2.83 1.58
N -0.60 1.69 1.70
N -0.72 -1.77 1.57
C 0.54 -2.57 1.62
C 1.71 -1.63 1.93
C 2.72 -2.05 2.81
C 3.76 -1.19 3.19
C 3.68 0.11 2.69
C 2.73 0.45 1.72
N 1.78 -0.41 1.37
C -1.85 -2.63 1.00
C -2.71 -1.97 -0.04
C -3.64 -2.75 -0.74
C -4.55 -2.11 -1.59
C -4.55 -0.69 -1.70
C -3.57 -0.01 -0.98
N -2.62 -0.66 -0.26
H -1.62 -2.11 3.38
H -0.22 -1.18 3.64
H -2.45 0.14 3.87
H -2.49 0.10 2.05
H -0.68 1.53 5.07
H 0.85 3.35 4.88
H 1.53 4.14 2.56
H 0.44 3.26 0.62
H 0.70 -3.08 0.67
H 0.48 -3.37 2.36
H 2.53 -3.01 3.30
H 4.54 -1.49 3.92
H 4.50 0.77 2.84
H 2.65 1.43 1.21
H -2.53 -3.05 1.81
H -1.39 -3.44 0.42
H -3.63 -3.83 -0.58
H -5.21 -2.67 -2.23
H -5.16 -0.07 -2.37
H -3.60 1.09 -0.85
N 3.86 -0.44 -1.08
C 3.23 0.43 -1.93
N 2.04 0.99 -1.69
C 1.56 1.65 -2.80
C 2.39 1.47 -3.93
S 3.86 0.65 -3.52
C 0.33 2.42 -2.73
C -0.09 3.29 -3.70
S -1.57 4.07 -3.27
C -1.53 3.16 -1.83
N -0.52 2.29 -1.65
N -2.57 3.43 -0.93
H 3.46 -0.45 -0.12
H 4.87 -0.66 -1.28
H 2.27 1.97 -4.84
H 0.43 3.44 -4.65
H -3.14 4.24 -1.17
H -2.48 3.31 0.10
N 1.06 -2.30 -2.33
C 1.45 -2.38 -3.62
C 0.58 -1.63 -4.36
C -0.44 -1.21 -3.44
N -0.06 -1.50 -2.17
H 1.52 -2.72 -1.55
H 2.29 -2.95 -3.95
H 0.53 -1.47 -5.43
H -1.36 -0.66 -3.69
*
```


[3]
A molecular structure, C28H30N2RuS4. Source: the OMol25 dataset; level of theory: ωB97M-V/def2-TZVPD.

Frontier orbital gap (alpha / beta) = 6.8031 / 5.8696 eV
HOMO level (alpha / beta) = -8.93 / -10.59 eV
Energy above the lowest of the compared OMol25 structures with the same formula, charge and spin = 62.2 kJ/mol

ORCA input file:
```
! RIJCOSX wB97M-V def2-TZVPD def2/J DEFGRID3
* xyz 1 6
Ru -0.03 0.33 0.05
C 2.55 -2.63 0.34
C 1.32 -3.41 0.79
S -0.15 -2.68 0.05
C -1.40 -3.08 1.29
C -2.66 -2.27 1.00
S -2.45 -0.49 0.76
C -2.52 0.16 2.45
C -1.35 -0.19 3.36
S 0.21 0.43 2.69
C 1.35 -0.85 3.24
C 2.67 -0.76 2.46
S 2.52 -0.86 0.66
H 2.68 -2.70 -0.74
H 3.45 -3.05 0.80
H 1.21 -3.41 1.87
H 1.40 -4.45 0.45
H -0.99 -2.87 2.28
H -1.62 -4.14 1.23
H -3.40 -2.41 1.78
H -3.11 -2.61 0.06
H -3.45 -0.18 2.89
H -2.59 1.23 2.30
H -1.26 -1.26 3.51
H -1.51 0.27 4.33
H 0.87 -1.81 3.09
H 1.53 -0.71 4.30
H 3.35 -1.54 2.79
H 3.15 0.21 2.65
C 0.99 -3.61 -4.59
C -0.14 -3.11 -3.94
C -0.06 -1.95 -3.20
C 1.16 -1.27 -3.08
C 2.30 -1.76 -3.74
C 2.20 -2.92 -4.50
N 1.22 -0.13 -2.28
N 2.18 0.69 -2.28
C 2.29 1.67 -1.31
C 3.36 2.56 -1.39
C 3.51 3.57 -0.46
C 2.58 3.72 0.56
C 1.51 2.85 0.65
C 1.36 1.80 -0.26
H 0.92 -4.52 -5.18
H -1.08 -3.63 -4.03
H -0.93 -1.52 -2.72
H 3.22 -1.21 -3.68
H 3.07 -3.29 -5.03
H 4.07 2.45 -2.21
H 4.35 4.25 -0.54
H 2.68 4.53 1.28
H 0.77 3.01 1.42
C -0.96 1.55 -1.16
C -1.53 2.24 -1.98
C -2.19 3.08 -2.94
C -1.52 4.18 -3.49
C -2.15 5.00 -4.41
C -3.46 4.73 -4.79
C -4.14 3.64 -4.26
C -3.51 2.82 -3.34
H -0.50 4.37 -3.18
H -1.63 5.85 -4.83
H -3.96 5.38 -5.51
H -5.16 3.43 -4.56
H -4.02 1.96 -2.92
*
```


[4]
A molecular structure, C28H30N4O2S2Ti. Source: the OMol25 dataset; level of theory: ωB97M-V/def2-TZVPD.

Frontier orbital gap = 6.9338 eV
HOMO level = -6.99 eV
Energy above the lowest of the compared OMol25 structures with the same formula, charge and spin = 95.2 kJ/mol

ORCA input file:
```
! RIJCOSX wB97M-V def2-TZVPD def2/J DEFGRID3
* xyz 0 1
Ti -1.19 -0.06 -0.21
C 1.21 1.66 1.63
N 1.03 0.22 1.33
C 2.23 -0.31 0.63
C 1.90 -0.91 -0.72
N 0.66 -1.68 -0.69
C 0.48 -2.28 -2.04
C 0.63 -2.78 0.26
C 1.77 -3.46 0.67
C 1.66 -4.51 1.56
C 0.41 -4.90 2.02
C -0.73 -4.23 1.59
C -0.64 -3.17 0.70
S -2.05 -2.32 0.10
C 0.75 -0.48 2.58
C 1.75 -1.02 3.38
C 1.43 -1.67 4.56
C 0.10 -1.76 4.96
C -0.89 -1.19 4.19
C -0.58 -0.52 3.00
S -1.81 0.36 2.13
H 2.08 1.80 2.28
H 0.32 2.03 2.12
H 1.35 2.21 0.70
H 2.71 -1.06 1.25
H 2.95 0.50 0.49
H 2.75 -1.52 -1.06
H 1.76 -0.13 -1.47
H 0.50 -1.49 -2.78
H -0.48 -2.80 -2.08
H 1.29 -2.99 -2.23
H 2.74 -3.16 0.30
H 2.55 -5.03 1.89
H 0.32 -5.71 2.72
H -1.70 -4.53 1.95
H 2.79 -0.95 3.10
H 2.22 -2.10 5.17
H -0.16 -2.28 5.88
H -1.92 -1.24 4.50
C -5.23 0.60 0.02
C -3.82 1.07 -0.02
O -3.01 0.24 -0.63
C -3.41 2.28 0.46
C -2.15 2.84 0.12
C -2.02 4.33 0.08
N -1.19 2.05 -0.27
N -0.28 2.65 -1.17
C 0.06 1.74 -2.01
O -0.36 0.49 -1.86
C 0.82 2.07 -3.24
C 0.96 1.13 -4.25
C 1.68 1.44 -5.39
C 2.26 2.69 -5.53
C 2.11 3.63 -4.52
C 1.40 3.33 -3.38
H -5.28 -0.31 0.62
H -5.90 1.34 0.45
H -5.56 0.34 -0.98
H -4.16 2.93 0.91
H -2.57 4.74 -0.78
H -2.48 4.73 0.98
H -0.99 4.65 0.00
H 0.50 0.16 -4.14
H 1.78 0.70 -6.18
H 2.82 2.93 -6.42
H 2.56 4.61 -4.63
H 1.27 4.06 -2.59
*
```


[5]
A molecular structure, C28H30N4OS4Tc. Source: the OMol25 dataset; level of theory: ωB97M-V/def2-TZVPD.

Frontier orbital gap (alpha / beta) = 7.0858 / 6.0513 eV
HOMO level (alpha / beta) = -17.69 / -18.44 eV
Energy above the lowest of the compared OMol25 structures with the same formula, charge and spin = 0.0 kJ/mol

ORCA input file:
```
! RIJCOSX wB97M-V def2-TZVPD def2/J DEFGRID3
* xyz 4 4
Tc 0.18 0.81 -2.87
C 0.57 -0.72 -5.91
C -0.54 -1.53 -5.25
S -1.44 -0.64 -3.93
C -2.58 0.45 -4.85
C -1.94 1.72 -5.40
S -1.06 2.49 -4.01
C 0.10 3.71 -4.70
C 1.10 4.02 -3.60
S 1.87 2.55 -2.83
C 3.14 2.05 -4.05
C 2.61 1.28 -5.24
S 1.60 -0.07 -4.57
H 0.20 0.09 -6.53
H 1.19 -1.38 -6.53
H -0.15 -2.42 -4.76
H -1.28 -1.86 -5.98
H -3.37 0.69 -4.13
H -3.04 -0.14 -5.64
H -2.71 2.41 -5.74
H -1.25 1.53 -6.22
H -0.47 4.61 -4.96
H 0.56 3.32 -5.60
H 0.62 4.54 -2.77
H 1.90 4.66 -3.96
H 3.85 1.46 -3.47
H 3.66 2.96 -4.36
H 3.44 0.84 -5.80
H 2.01 1.88 -5.92
C -0.39 -3.22 10.42
O -1.09 -2.22 9.61
C -0.85 -2.03 8.36
C 0.11 -2.76 7.60
C 0.27 -2.46 6.28
C -0.50 -1.45 5.66
C -1.46 -0.73 6.42
C -1.64 -1.00 7.74
C -0.36 -1.10 4.25
N -1.07 -0.17 3.66
C -0.65 -0.15 2.37
C 0.35 -1.11 2.17
N 0.53 -1.70 3.38
C 0.98 -1.30 0.90
C 1.99 -2.24 0.63
C 2.50 -2.32 -0.64
C 2.01 -1.48 -1.62
N 1.05 -0.58 -1.40
C 0.53 -0.48 -0.16
C -0.51 0.51 0.05
N -0.88 1.26 -1.02
C -1.84 2.18 -0.84
C -2.48 2.40 0.38
C -2.11 1.65 1.47
C -1.11 0.68 1.31
H -0.83 -3.12 11.41
H 0.67 -2.99 10.44
H -0.60 -4.21 10.01
H 0.71 -3.54 8.07
H 1.00 -3.02 5.71
H -2.04 0.04 5.93
H -2.36 -0.48 8.35
H 1.17 -2.44 3.60
H 2.36 -2.89 1.41
H 3.28 -3.03 -0.88
H 2.41 -1.54 -2.63
H -2.12 2.76 -1.70
H -3.24 3.16 0.44
H -2.58 1.79 2.43
*
```


[6]
A molecular structure, C28H30N6O3PTi. Source: the OMol25 dataset; level of theory: ωB97M-V/def2-TZVPD.

Frontier orbital gap (alpha / beta) = 5.9884 / 6.0043 eV
HOMO level (alpha / beta) = -11.86 / -11.86 eV
Energy above the lowest of the compared OMol25 structures with the same formula, charge and spin = 0.0 kJ/mol

ORCA input file:
```
! RIJCOSX wB97M-V def2-TZVPD def2/J DEFGRID3
* xyz 2 2
Ti -1.52 1.21 -0.12
C 4.84 -5.35 2.33
O 5.79 -4.62 1.57
C 5.38 -4.04 0.43
C 4.07 -4.04 -0.03
C 3.76 -3.39 -1.22
C 4.75 -2.76 -1.95
C 6.08 -2.82 -1.52
C 6.39 -3.42 -0.33
N 4.52 -2.16 -3.22
N 3.60 -1.36 -3.42
C 2.79 -0.81 -2.36
C 3.32 -0.15 -1.28
C 2.50 0.59 -0.40
C 1.16 0.66 -0.63
O 0.25 1.35 0.11
C 0.59 -0.03 -1.72
N -0.77 0.07 -1.84
C -1.33 -0.48 -2.91
C -0.60 -1.16 -3.88
C 0.76 -1.31 -3.74
C 1.40 -0.74 -2.63
H 5.38 -5.76 3.18
H 4.41 -6.17 1.75
H 4.04 -4.69 2.69
H 3.29 -4.55 0.51
H 2.74 -3.41 -1.59
H 6.85 -2.38 -2.14
H 7.41 -3.46 0.04
H 4.38 -0.19 -1.10
H 2.95 1.11 0.44
H -2.40 -0.36 -3.01
H -1.13 -1.57 -4.74
H 1.34 -1.83 -4.49
C -2.26 -1.04 3.24
P -1.89 -0.84 1.47
C -1.81 -2.54 0.81
C -3.44 -0.15 0.79
C -4.09 0.90 1.45
C -5.12 1.60 0.83
C -5.48 1.30 -0.48
C -4.82 0.29 -1.16
C -3.81 -0.43 -0.54
H -2.28 -0.08 3.75
H -1.47 -1.64 3.70
H -3.21 -1.55 3.36
H -2.74 -3.08 0.98
H -1.00 -3.06 1.32
H -1.57 -2.53 -0.25
H -3.82 1.14 2.47
H -5.64 2.37 1.37
H -6.28 1.85 -0.96
H -5.11 0.04 -2.18
H -3.34 -1.25 -1.07
C -1.84 6.81 1.70
N -1.91 5.46 1.15
C -2.34 5.15 -0.21
C -2.20 3.65 -0.18
O -2.38 2.83 -1.11
N -1.81 3.22 1.02
C -1.62 4.33 1.79
N -1.21 4.26 3.04
H -1.79 7.52 0.88
H -0.93 6.93 2.29
H -2.72 7.03 2.31
H -1.69 5.59 -0.96
H -3.37 5.45 -0.40
H -0.94 3.37 3.42
H -1.07 5.08 3.60
*
```


[7]
A molecular structure, C28H31As2GeO4SSn. Source: the OMol25 dataset; level of theory: ωB97M-V/def2-TZVPD.

Frontier orbital gap (alpha / beta) = 7.6122 / 6.4774 eV
HOMO level (alpha / beta) = -7.52 / -8.61 eV
Energy above the lowest of the compared OMol25 structures with the same formula, charge and spin = 98.6 kJ/mol

ORCA input file:
```
! RIJCOSX wB97M-V def2-TZVPD def2/J DEFGRID3
* xyz 0 2
Sn 1.58 0.70 -1.92
C -0.91 -2.91 -3.31
As -0.08 -1.98 -1.79
C -1.63 -2.07 -0.56
C 0.92 -3.42 -0.94
C 1.13 -4.65 -1.55
C 1.84 -5.65 -0.90
C 2.34 -5.43 0.37
C 2.12 -4.20 0.99
C 1.43 -3.19 0.34
As 1.10 -1.46 1.22
C 0.05 -2.17 2.74
C 2.75 -1.20 2.21
H -1.42 -3.82 -2.98
H -0.16 -3.15 -4.05
H -1.64 -2.23 -3.75
H -1.71 -3.08 -0.16
H -2.54 -1.80 -1.09
H -1.47 -1.36 0.25
H 0.76 -4.83 -2.55
H 2.00 -6.60 -1.39
H 2.89 -6.20 0.89
H 2.51 -4.04 1.99
H 0.60 -2.98 3.23
H -0.91 -2.56 2.40
H -0.13 -1.37 3.46
H 2.97 -2.04 2.86
H 2.64 -0.30 2.82
H 3.58 -1.04 1.52
O 3.84 0.88 -2.77
S 4.02 0.18 -1.47
O 5.36 -0.13 -1.07
O 3.26 1.06 -0.49
O 3.09 -1.02 -1.57
C 0.86 6.01 -1.61
C 1.77 5.23 -0.92
C 1.40 3.97 -0.46
C 0.10 3.50 -0.68
C -0.80 4.29 -1.38
C -0.42 5.54 -1.84
Ge -0.37 1.70 -0.01
C -2.04 1.16 -0.91
C -2.06 1.01 -2.30
C -3.21 0.61 -2.96
C -4.37 0.35 -2.24
C -4.37 0.51 -0.86
C -3.22 0.90 -0.20
C -0.65 1.79 1.94
C -0.26 2.93 2.64
C -0.37 2.97 4.02
C -0.85 1.86 4.72
C -1.23 0.72 4.02
C -1.12 0.69 2.64
H 1.15 6.99 -1.97
H 2.78 5.59 -0.74
H 2.12 3.35 0.06
H -1.81 3.92 -1.57
H -1.13 6.15 -2.39
H -1.17 1.23 -2.88
H -3.21 0.51 -4.04
H -5.27 0.04 -2.75
H -5.28 0.32 -0.30
H -3.22 1.02 0.88
H 0.11 3.80 2.11
H -0.08 3.86 4.56
H -0.92 1.89 5.80
H -1.60 -0.14 4.56
H -1.41 -0.21 2.10
*
```